[1]
Molecular formula: CH5Cl2PSi
Method: DFT, ωB97M-V/def2-TZVPD

Output
LUMO level (alpha / beta): -1.0811 / -0.0622 eV
Spin multiplicity: 1
Relative energy (zero: lowest compared OMol25 entry of this formula, charge and spin): 390.1 kJ/mol
Orbital gap (alpha / beta): 7.99 / 7.57 eV
Energy: -43327.9643 eV
E_HOMO (alpha / beta): -9.07 / -7.63 eV

Atoms and positions in Å:
C: -2.090938 -1.306250 -0.079256
Si: 1.216636 -0.113484 -0.000037
P: 1.300789 2.142984 -0.120766
Cl: 2.117731 -0.877795 1.559011
Cl: 2.136715 -0.985185 -1.626067
H: -1.702206 -2.209587 0.023732
H: -1.878729 -0.707856 0.745366
H: -2.245654 -0.680749 -0.912367
H: 0.086089 2.333881 -0.771274
H: 1.059568 2.404038 1.181660

Cartesian forces (eV/Å) of the 2 atoms listed first:
C -0.5305 3.5513 0.1497
Si -1.7345 0.4406 -1.7335



[2]
Molecular formula: C15H23N2O5PdSSeSi
Method: DFT, ωB97M-V/def2-TZVPD

Output
Net charge: -1
LUMO level (alpha / beta): 2.9229 / 2.3491 eV
Spin multiplicity: 3
Relative energy (zero: lowest compared OMol25 entry of this formula, charge and spin): 0.0 kJ/mol
Orbital gap (alpha / beta): 7.03 / 6.94 eV
Energy: -116690.3904 eV
⟨S²⟩: 2.0070
E_HOMO (alpha / beta): -4.11 / -4.59 eV

Atoms and positions in Å:
Pd: -0.086887 0.372686 0.562693
O: -3.162801 -1.288178 -1.855378
C: -2.071960 -0.950784 -1.405915
O: -1.919762 -0.147398 -0.412835
C: -0.804357 -1.472250 -2.100677
C: 0.177683 -0.344586 -2.477864
C: 1.095743 -0.820267 -3.606653
C: 2.002571 -1.827642 -2.850977
C: 1.475162 -1.699261 -1.415606
O: 1.095871 -0.310405 -1.366371
C: 0.131516 -2.422516 -1.276982
C: -0.272465 -2.649529 0.184246
O: -0.963520 -3.633138 0.455455
O: 0.167068 -1.810742 1.052266
H: -1.154949 -1.983622 -2.995351
H: -0.264700 0.641026 -2.596534
H: 1.675880 0.015278 -3.997450
H: 0.537996 -1.270763 -4.427046
H: 3.051109 -1.535631 -2.904740
H: 1.911304 -2.848484 -3.222600
H: 2.187661 -1.902015 -0.621223
H: 0.156204 -3.408845 -1.739457
C: 2.354491 2.896199 2.753046
Si: 2.426109 2.690144 0.884370
C: 3.329440 1.072727 0.547054
C: 3.486370 4.089556 0.195257
Se: 0.384396 2.792889 -0.033041
H: 3.354096 2.865491 3.197756
H: 1.755249 2.098544 3.199115
H: 1.883656 3.845867 3.014652
H: 4.347534 1.109648 0.946572
H: 3.368945 0.869738 -0.524195
H: 2.814919 0.230172 1.021059
H: 4.472530 4.091926 0.670697
H: 3.015548 5.057198 0.379987
H: 3.622890 3.981709 -0.882172
C: -4.340901 1.138618 1.620267
N: -3.790728 -0.165162 1.936113
C: -4.353551 -1.381804 1.585908
C: -3.407210 -2.324540 1.767312
N: -2.289149 -1.677941 2.240293
C: -2.507535 -0.357227 2.298936
S: -1.373786 0.877904 2.643830
H: -5.333303 0.995272 1.199524
H: -3.696622 1.619026 0.885074
H: -4.399582 1.758396 2.513034
H: -5.353625 -1.451642 1.200210
H: -3.398693 -3.377390 1.558355
H: -1.335857 -2.048250 2.199984

Cartesian forces (eV/Å) of the 2 atoms listed first:
Pd 0.0334 -0.0271 0.0031
O 0.0003 -0.0045 -0.0117



[3]
Molecular formula: C6H13N
Method: DFT, ωB97M-V/def2-TZVPD

Output
LUMO level (alpha / beta): 0.2108 / 0.5221 eV
Spin multiplicity: 1
Relative energy (zero: lowest compared OMol25 entry of this formula, charge and spin): 398.7 kJ/mol
Orbital gap (alpha / beta): 8.27 / 9.12 eV
Energy: -7918.7011 eV
E_HOMO (alpha / beta): -8.06 / -8.60 eV

Atoms and positions in Å:
C: -0.965697 2.390458 0.617923
C: -0.536896 0.897692 0.805683
N: -0.717703 -0.959950 -0.669505
C: -0.774460 -2.409153 -0.408101
C: 0.307617 -0.179527 -0.136166
C: 1.426857 -0.897689 0.633690
C: 0.738737 0.818972 -1.205172
H: -1.917195 2.542672 0.078271
H: -1.177380 2.819439 1.618567
H: -0.246729 3.093785 0.170164
H: -1.260981 0.415760 1.445104
H: -0.373660 -2.973055 -1.278706
H: -0.229006 -2.814990 0.458417
H: -1.816094 -2.742208 -0.333094
H: 2.115531 -0.167277 1.058270
H: 1.005927 -1.485953 1.456369
H: 2.012626 -1.601790 0.019724
H: -0.137067 1.443474 -1.366444
H: 0.995781 0.379991 -2.165457
H: 1.549790 1.429356 -0.799531

Cartesian forces (eV/Å) of the 2 atoms listed first:
C 0.3614 -0.4249 0.1663
C -0.0701 -0.4374 -0.0866



[4]
Molecular formula: C26H47GeN6RuSe
Method: DFT, ωB97M-V/def2-TZVPD

Output
Net charge: +2
LUMO level (alpha / beta): -4.5948 / -8.1162 eV
Spin multiplicity: 6
Orbital gap (alpha / beta): 8.05 / 5.36 eV
Energy: -161092.9344 eV
⟨S²⟩: 8.7781
E_HOMO (alpha / beta): -12.65 / -13.48 eV

Atoms and positions in Å:
Ru: 0.531117 0.677365 1.239591
C: 0.646717 3.121365 2.115491
C: 0.938517 2.219365 3.168791
C: 2.168317 1.574065 2.864591
C: 2.638317 2.096265 1.632191
C: 1.693517 3.037365 1.162991
H: -0.159283 3.838365 2.100291
H: 0.419517 2.155665 4.114691
H: 2.758217 0.988765 3.557591
H: 3.619617 1.915765 1.224391
H: 1.810417 3.666365 0.294291
C: -0.287083 2.712065 -2.955109
N: 0.909417 1.905865 -3.001609
C: 1.611817 1.944065 -4.269009
C: 1.250317 1.083265 -1.989009
N: 0.357217 0.648765 -1.088009
C: -0.919083 0.275065 -1.423609
C: -1.213483 -0.267235 -2.687409
C: -2.486283 -0.667735 -3.017509
C: -3.522183 -0.543435 -2.090009
C: -3.269083 -0.028135 -0.842209
C: -1.979783 0.380865 -0.465809
N: -1.718783 0.806265 0.807291
C: -2.625283 1.367365 1.617091
N: -2.634983 0.993065 2.922291
C: -2.761383 1.987265 3.980091
C: -1.943583 -0.227135 3.266491
N: -3.485583 2.314265 1.194191
C: -3.222783 3.094865 0.008291
C: -4.785583 2.535565 1.792691
N: 2.538317 0.715565 -1.847009
C: 2.854917 -0.438635 -1.041609
C: 3.652217 1.594065 -2.153509
H: -1.141483 2.215465 -3.427809
H: -0.093783 3.643865 -3.487909
H: -0.532683 2.941365 -1.918309
H: 0.885217 1.805765 -5.074409
H: 2.345517 1.144865 -4.331709
H: 2.105717 2.905365 -4.425509
H: -0.406683 -0.389035 -3.395609
H: -2.679283 -1.089235 -3.990209
H: -4.515483 -0.870735 -2.347209
H: -4.056483 0.034265 -0.105409
H: -3.792183 2.304265 4.127691
H: -2.151283 2.865765 3.754491
H: -2.417383 1.556965 4.918091
H: -2.153983 -0.987635 2.509091
H: -2.292483 -0.588335 4.232391
H: -0.840683 -0.071935 3.318191
H: -2.150783 3.121865 -0.185609
H: -3.576983 4.111265 0.182491
H: -3.740983 2.693565 -0.866709
H: -5.069883 1.696065 2.422391
H: -5.516483 2.619065 0.986591
H: -4.816583 3.462265 2.370291
H: 2.093317 -1.209635 -1.182609
H: 2.905717 -0.186035 0.033391
H: 3.816117 -0.838435 -1.359409
H: 3.299117 2.608865 -2.320009
H: 4.208917 1.255665 -3.031209
H: 4.338817 1.604565 -1.306109
C: 1.353517 -3.891535 -2.433809
Ge: 1.626617 -4.580135 -0.587609
C: 1.304317 -6.521535 -0.393109
C: 3.376217 -4.023535 0.169791
C: 0.136017 -3.680035 0.522491
Se: 0.554917 -1.906735 1.226291
C: 1.454417 -2.356135 2.892691
H: 2.286317 -3.905635 -2.992109
H: 0.964817 -2.874935 -2.433009
H: 0.642617 -4.521335 -2.962509
H: 2.027917 -7.090535 -0.969409
H: 0.311017 -6.784635 -0.743109
H: 1.396917 -6.816435 0.647591
H: 4.170817 -4.270635 -0.529309
H: 3.580717 -4.560135 1.092091
H: 3.417217 -2.954735 0.367091
H: -0.161383 -4.294135 1.372391
H: -0.735883 -3.538435 -0.118309
H: 2.281417 -3.032535 2.690391
H: 0.748117 -2.815235 3.582691
H: 1.826217 -1.417735 3.307491

Cartesian forces (eV/Å) of the 2 atoms listed first:
Ru 0.3098 1.0490 0.0784
C 0.1780 -0.0560 -0.0623



[5]
Molecular formula: C3H3CuMgO4
Method: DFT, ωB97M-V/def2-TZVPD

Output
LUMO level: -1.2614 eV
Spin multiplicity: 1
Relative energy (zero: lowest compared OMol25 entry of this formula, charge and spin): 0.0 kJ/mol
Orbital gap: 5.69 eV
Energy: -61433.0553 eV
E_HOMO: -6.95 eV

Atoms and positions in Å:
C: -0.079026 1.452506 0.067954
O: -0.634945 2.540374 0.033882
O: 1.160518 1.214734 0.116244
C: -0.985214 0.176829 -0.046139
O: -0.556629 -0.964617 -0.051887
O: -2.252678 0.460752 -0.049072
C: -3.189571 -0.623096 -0.012854
H: -3.041085 -1.211717 0.900214
H: -4.178650 -0.159981 -0.016969
H: -3.056441 -1.260056 -0.895336
Mg: 2.507845 -0.250408 -0.152535
Cu: 0.902224 -2.667674 0.143707

Cartesian forces (eV/Å) of the 2 atoms listed first:
C -1.0191 1.1622 -0.7246
O 0.2838 -0.8940 0.2268



[6]
Molecular formula: C11H7N3S
Method: DFT, ωB97M-V/def2-TZVPD

Output
LUMO level: -0.6477 eV
Spin multiplicity: 1
Relative energy (zero: lowest compared OMol25 entry of this formula, charge and spin): 0.0 kJ/mol
Orbital gap: 8.21 eV
Energy: -26822.6674 eV
E_HOMO: -8.86 eV

Atoms and positions in Å:
C: 4.167054 -0.798809 -0.062934
C: 3.658773 0.460878 0.117193
C: 2.100952 0.532397 0.223479
C: 1.442569 1.007238 1.475216
N: 0.108168 1.083079 1.715321
C: -0.576834 0.635425 0.590822
C: -2.083043 0.599447 0.681588
C: -2.901269 0.116494 -0.421820
N: -4.368811 0.095236 -0.176366
C: -4.513390 -0.827669 0.643192
S: -4.614880 -2.034171 1.711342
C: -2.281558 -0.353869 -1.706705
C: -0.840345 -0.320351 -1.800816
C: 0.021888 0.167043 -0.666139
N: 1.397537 0.112901 -0.862105
H: 3.462257 -1.592927 -0.436996
H: 5.219102 -1.081975 0.181172
H: 4.311988 1.364930 0.138452
H: 2.120449 1.307807 2.322065
H: -2.584795 0.948230 1.620606
H: -2.903183 -0.737423 -2.546663
H: -0.342623 -0.683902 -2.739897

Cartesian forces (eV/Å) of the 2 atoms listed first:
C -0.6918 0.9791 0.1857
C -0.5530 -1.7322 -0.1525